97
Properties=species:S:1:pos:R:3 method="wB97M-V/def2-TZVPD" homo_energy_ev="-8.685 / -10.853" relative_energy_kj_mol=0.0 multiplicity=4 gap_ev="6.3 / 6.5" charge=+1
C -1.442 -1.279 -2.107
C 0.688 -2.128 -1.545
C -1.623 -2.266 -3.071
C 0.443 -3.270 -2.356
C -0.701 -3.320 -3.128
H -2.497 -2.207 -3.719
H 1.205 -4.049 -2.371
H -0.895 -4.168 -3.785
N -0.368 -1.282 -1.297
P -2.272 0.255 -0.062
P 2.397 -0.338 -0.103
C -2.394 -0.121 -1.873
H -2.064 0.761 -2.446
H -3.411 -0.355 -2.205
C 0.164 0.955 1.521
O 0.394 1.666 2.423
C 1.947 -1.739 -1.056
H 2.734 -2.498 -1.176
C 3.749 0.304 -1.353
C 3.270 -0.902 1.531
C -3.058 1.952 0.086
C -3.350 -1.139 0.652
C 3.819 1.821 -1.162
H 4.116 2.093 -0.140
H 4.574 2.227 -1.851
H 2.863 2.306 -1.383
C 5.126 -0.328 -1.125
H 5.565 -0.094 -0.151
H 5.096 -1.416 -1.269
H 5.808 0.072 -1.891
C 3.378 -0.058 -2.799
H 4.068 0.461 -3.480
H 3.458 -1.136 -2.982
H 2.365 0.248 -3.070
C 3.990 0.331 2.103
H 3.289 1.166 2.244
H 4.406 0.072 3.087
H 4.820 0.678 1.477
C 2.194 -1.353 2.521
H 1.450 -0.574 2.711
H 1.666 -2.250 2.170
H 2.668 -1.594 3.485
C 4.213 -2.092 1.348
H 5.072 -1.888 0.706
H 4.612 -2.354 2.339
H 3.677 -2.964 0.955
C -3.899 -0.712 2.016
H -4.414 -1.575 2.463
H -3.085 -0.430 2.695
H -4.632 0.099 1.947
C -2.442 -2.363 0.858
H -2.099 -2.790 -0.093
H -1.568 -2.107 1.474
H -3.011 -3.138 1.393
C -4.508 -1.538 -0.278
H -5.154 -2.240 0.270
H -5.129 -0.686 -0.578
H -4.160 -2.059 -1.179
C -2.303 2.938 -0.825
H -2.366 2.665 -1.886
H -2.756 3.935 -0.708
H -1.243 3.014 -0.552
C -2.919 2.433 1.539
H -1.869 2.466 1.855
H -3.331 3.450 1.606
H -3.465 1.799 2.244
C -4.533 1.891 -0.330
H -4.659 1.511 -1.353
H -5.143 1.289 0.355
H -4.934 2.914 -0.308
Co -0.083 0.072 0.077
N 0.506 1.261 -1.198
C 0.760 1.353 -2.361
C 0.779 2.240 -3.502
C 0.602 3.617 -3.264
C 0.991 1.774 -4.817
C 0.650 4.523 -4.324
H 0.433 3.959 -2.239
C 1.063 2.694 -5.866
H 1.097 0.700 -4.993
C 0.894 4.063 -5.622
H 0.499 5.583 -4.122
H 1.251 2.342 -6.881
H 0.949 4.776 -6.445
C -1.074 -0.895 6.086
C -0.738 -2.329 5.634
C -0.936 -2.299 4.115
O -0.896 -0.927 3.668
C -0.927 -0.052 4.814
H -2.110 -0.841 6.436
H -0.417 -0.536 6.880
H -1.372 -3.082 6.107
H 0.311 -2.559 5.859
H -0.158 -2.865 3.580
H -1.912 -2.735 3.840
H -1.758 0.660 4.682
H 0.009 0.529 4.830



123
Properties=species:S:1:pos:R:3 method="wB97M-V/def2-TZVPD" homo_energy_ev=-4.128 gap_ev=5.7 charge=-1
C 5.228 2.115 -0.680
C 3.917 2.181 0.075
O 3.570 0.917 0.591
C 2.314 0.399 0.090
Nb 2.320 -0.820 -1.851
C 4.353 -1.805 -1.422
C 4.992 -2.255 -2.707
F 6.407 -2.362 -2.604
H 5.444 3.066 -1.161
H 5.158 1.340 -1.437
H 6.031 1.865 0.007
H 3.142 2.564 -0.585
H 4.032 2.886 0.903
H 1.931 -0.247 0.883
H 1.574 1.201 0.004
H 1.541 -2.254 -0.989
H 0.651 -0.204 -2.363
H 3.228 0.454 -2.831
H 2.303 -1.845 -3.388
H 4.210 -2.715 -0.840
H 5.015 -1.105 -0.916
H 4.585 -3.216 -3.010
H 4.787 -1.570 -3.524
C -0.402 -5.199 -5.773
C -1.228 -3.925 -5.689
O -1.033 -3.542 -4.330
C 0.109 -4.099 -3.867
O 0.572 -3.833 -2.814
O 0.596 -5.002 -4.767
H 0.063 -5.355 -6.743
H -0.989 -6.082 -5.507
H -0.844 -3.130 -6.332
H -2.284 -4.082 -5.893
C -3.344 -3.665 -1.666
C -4.791 -3.257 -1.480
O -5.226 -3.115 -2.851
C -4.411 -3.860 -3.636
O -4.608 -4.059 -4.798
O -3.370 -4.320 -2.937
H -2.990 -4.340 -0.893
H -2.664 -2.814 -1.735
H -5.390 -4.034 -1.006
H -4.929 -2.328 -0.937
C -8.503 -2.997 -2.462
C -9.380 -1.815 -2.830
O -9.543 -1.154 -1.569
C -8.499 -1.492 -0.771
O -8.249 -0.981 0.270
O -7.783 -2.492 -1.334
H -7.809 -3.289 -3.245
H -9.083 -3.866 -2.146
H -8.886 -1.132 -3.522
H -10.348 -2.099 -3.233
C 2.581 6.315 -2.175
C 1.213 6.512 -2.797
O 0.905 5.208 -3.293
C 1.625 4.299 -2.572
O 1.459 3.129 -2.605
O 2.543 4.934 -1.798
H 2.748 6.944 -1.307
H 3.389 6.464 -2.894
H 0.462 6.798 -2.058
H 1.212 7.237 -3.609
C 3.556 -1.329 3.866
C 3.933 -2.543 3.040
O 2.889 -3.475 3.372
C 1.818 -2.772 3.794
O 0.736 -3.232 3.992
O 2.133 -1.472 3.973
H 3.810 -0.387 3.387
H 3.983 -1.357 4.871
H 3.901 -2.330 1.975
H 4.906 -2.953 3.294
C -0.688 5.041 2.040
C -0.946 5.835 0.773
O 0.288 6.545 0.603
C 1.267 5.863 1.253
O 2.427 6.092 1.159
O 0.734 4.878 2.009
H -1.183 4.077 2.062
H -0.950 5.597 2.942
H -1.103 5.189 -0.093
H -1.774 6.533 0.856
C 0.080 -6.196 1.992
C 0.183 -5.870 0.517
O -1.112 -6.282 0.030
C -1.981 -6.250 1.060
O -3.164 -6.372 0.952
O -1.338 -6.063 2.230
H 0.644 -5.510 2.619
H 0.376 -7.220 2.219
H 0.314 -4.806 0.320
H 0.968 -6.420 0.007
C -0.598 3.143 6.871
C -0.007 3.710 5.592
O -1.030 3.413 4.637
C -2.209 3.282 5.290
O -3.269 3.211 4.763
O -2.005 3.256 6.630
H -0.324 3.702 7.762
H -0.350 2.091 7.013
H 0.132 4.791 5.636
H 0.927 3.241 5.296
C 1.335 -7.448 6.732
C 1.491 -6.053 6.148
O 2.222 -6.314 4.949
C 2.005 -7.590 4.580
O 2.330 -8.058 3.539
O 1.357 -8.270 5.561
H 0.406 -7.592 7.275
H 2.175 -7.728 7.372
H 0.535 -5.599 5.883
H 2.046 -5.370 6.784
C -0.058 11.001 -4.180
C -1.092 11.107 -3.072
O -0.495 10.335 -2.027
C 0.846 10.306 -2.225
O 1.636 9.888 -1.448
O 1.155 10.821 -3.442
H 0.009 11.888 -4.802
H -0.216 10.127 -4.814
H -1.223 12.132 -2.721
H -2.060 10.693 -3.339



97
Properties=species:S:1:pos:R:3 method="wB97M-V/def2-TZVPD" homo_energy_ev="-8.001 / -10.191" relative_energy_kj_mol=184.4 multiplicity=3 gap_ev="5.6 / 7.7" charge=+1
C -1.588 -1.324 -1.951
C 0.595 -1.855 -1.234
C -1.474 -2.169 -3.048
C 0.713 -2.833 -2.223
C -0.352 -3.008 -3.112
H -2.278 -2.216 -3.785
H 1.621 -3.440 -2.250
H -0.294 -3.803 -3.866
N -0.648 -1.365 -0.990
P -2.606 0.161 0.068
P 2.687 -0.211 0.274
C -2.650 -0.275 -1.758
H -2.377 0.633 -2.320
H -3.645 -0.571 -2.123
C 1.289 1.200 1.500
O 1.636 2.257 1.908
C 1.572 -1.512 -0.193
H 1.906 -2.409 0.372
C 3.842 0.226 -1.170
C 3.655 -0.822 1.774
C -3.323 1.905 0.137
C -3.817 -1.164 0.695
C 3.857 1.768 -1.178
H 4.179 2.176 -0.209
H 4.569 2.119 -1.941
H 2.870 2.178 -1.416
C 5.277 -0.318 -1.071
H 5.799 -0.035 -0.152
H 5.298 -1.408 -1.191
H 5.851 0.101 -1.912
C 3.280 -0.343 -2.475
H 3.884 0.044 -3.312
H 3.325 -1.441 -2.489
H 2.243 -0.039 -2.641
C 4.535 0.360 2.236
H 3.921 1.239 2.473
H 5.071 0.062 3.150
H 5.284 0.660 1.495
C 2.704 -1.187 2.923
H 2.044 -0.358 3.204
H 2.105 -2.081 2.700
H 3.321 -1.427 3.805
C 4.478 -2.089 1.492
H 5.229 -1.960 0.712
H 5.008 -2.360 2.418
H 3.832 -2.933 1.219
C -4.098 -0.904 2.181
H -4.682 -1.750 2.572
H -3.169 -0.835 2.763
H -4.691 0.006 2.342
C -3.155 -2.545 0.536
H -3.102 -2.856 -0.513
H -2.143 -2.578 0.957
H -3.764 -3.283 1.080
C -5.143 -1.225 -0.077
H -5.717 -2.072 0.327
H -5.756 -0.328 0.045
H -4.999 -1.412 -1.147
C -2.545 2.812 -0.834
H -2.713 2.539 -1.884
H -2.894 3.847 -0.699
H -1.470 2.783 -0.634
C -3.148 2.457 1.562
H -2.089 2.522 1.845
H -3.570 3.474 1.588
H -3.676 1.859 2.315
C -4.806 1.930 -0.249
H -4.993 1.437 -1.213
H -5.444 1.491 0.528
H -5.112 2.982 -0.354
Ti 0.085 -0.264 0.669
N 0.110 1.172 -0.747
C 0.665 1.185 -1.809
C 0.771 2.027 -2.968
C 0.679 3.428 -2.810
C 0.916 1.494 -4.267
C 0.713 4.258 -3.930
H 0.587 3.850 -1.804
C 0.993 2.348 -5.369
H 0.985 0.413 -4.393
C 0.894 3.735 -5.213
H 0.602 5.333 -3.793
H 1.134 1.933 -6.366
H 0.945 4.392 -6.082
C -0.979 -0.723 4.859
C -0.397 -2.088 4.490
C -0.653 -2.234 2.999
O -0.638 -0.826 2.486
C -0.888 0.134 3.598
H -2.033 -0.831 5.151
H -0.454 -0.260 5.700
H -0.849 -2.912 5.048
H 0.684 -2.108 4.681
H 0.109 -2.814 2.459
H -1.651 -2.649 2.811
H -1.823 0.672 3.384
H -0.060 0.851 3.637



98
Properties=species:S:1:pos:R:3 method="wB97M-V/def2-TZVPD" homo_energy_ev="-14.931 / -17.820" multiplicity=5 gap_ev="6.5 / 5.0" charge=+3
C 2.299 1.104 1.591
C 1.060 2.817 0.490
C 3.190 2.042 2.114
C 1.878 3.791 1.124
C 2.925 3.402 1.934
H 4.039 1.677 2.688
H 1.650 4.829 0.908
H 3.559 4.141 2.417
N 1.248 1.493 0.853
P 0.863 -1.267 1.832
P -0.717 1.792 -1.382
C 2.501 -0.395 1.761
H 3.041 -0.760 0.876
H 3.128 -0.612 2.634
C -1.539 -0.960 -0.352
O -2.364 -1.655 -0.796
C 0.116 3.092 -0.511
H -0.046 4.143 -0.762
C 0.061 1.934 -3.125
C -2.539 2.288 -1.589
C 1.222 -3.107 1.461
C 0.420 -0.958 3.673
C -0.171 0.606 -3.851
H -1.232 0.365 -3.982
H 0.279 0.672 -4.854
H 0.309 -0.216 -3.312
C -0.478 3.095 -3.981
H -1.538 3.019 -4.242
H -0.284 4.068 -3.511
H 0.077 3.080 -4.932
C 1.562 2.198 -2.980
H 2.009 2.243 -3.985
H 1.746 3.160 -2.488
H 2.064 1.410 -2.416
C -3.174 1.512 -2.757
H -3.107 0.427 -2.607
H -4.239 1.779 -2.803
H -2.746 1.759 -3.732
C -3.302 1.921 -0.316
H -3.253 0.852 -0.107
H -2.919 2.460 0.557
H -4.360 2.194 -0.439
C -2.709 3.799 -1.774
H -2.254 4.190 -2.686
H -3.788 4.003 -1.838
H -2.310 4.350 -0.916
C -0.850 -1.732 4.051
H -1.091 -1.504 5.102
H -1.690 -1.418 3.429
H -0.748 -2.818 3.970
C 0.140 0.540 3.875
H 1.054 1.139 3.786
H -0.602 0.909 3.158
H -0.262 0.688 4.888
C 1.557 -1.342 4.637
H 1.242 -1.048 5.650
H 1.753 -2.417 4.661
H 2.490 -0.811 4.423
C 2.566 -3.266 0.739
H 3.414 -3.014 1.389
H 2.669 -4.326 0.460
H 2.620 -2.666 -0.175
C 0.110 -3.653 0.556
H 0.151 -3.203 -0.444
H 0.267 -4.736 0.440
H -0.890 -3.504 0.982
C 1.316 -3.975 2.721
H 2.167 -3.691 3.350
H 0.396 -3.993 3.314
H 1.499 -5.009 2.390
Pt -0.165 0.124 0.203
N 1.898 -0.743 -1.249
C 2.332 -0.896 -2.324
C 2.985 -1.499 -3.526
C 3.632 -0.399 -4.364
C 4.077 -2.462 -3.061
C 1.922 -2.254 -4.333
H 2.896 0.325 -4.733
H 4.375 0.145 -3.769
H 4.139 -0.854 -5.222
H 3.662 -3.234 -2.402
H 4.537 -2.952 -3.929
H 4.853 -1.903 -2.522
H 2.397 -2.814 -5.151
H 1.386 -2.968 -3.691
H 1.193 -1.558 -4.766
N -7.904 0.077 4.294
C -6.850 -0.032 3.793
C -5.557 -0.168 3.164
C -4.614 0.859 3.259
C -3.362 0.661 2.673
N -3.044 -0.444 1.978
C -3.963 -1.410 1.861
C -5.233 -1.323 2.440
H -4.833 1.800 3.764
H -2.599 1.438 2.766
H -3.681 -2.300 1.295
H -5.937 -2.145 2.312